No. 1
The following is a DFT calculation (the ωB97M-V functional and the def2-TZVPD basis) of 5 unconnected molecules or ions with the total composition C73H47Br3O11.

Geometry as XYZ:
```
134
Properties=species:S:1:pos:R:3
C 0.385 1.978 2.075
C 0.136 2.839 0.666
C 0.407 1.823 -0.634
O -0.326 2.311 -1.815
C 0.139 1.606 -3.056
C -0.398 0.059 -2.911
C -1.831 -0.199 -2.484
C -2.270 -1.803 -2.304
O -3.493 -2.275 -2.584
C -1.053 -2.771 -1.686
C -1.312 -3.981 -0.608
C -0.016 -4.815 -0.052
C 1.555 -4.586 -0.510
C 2.781 -5.517 0.119
Br 4.500 -4.727 0.875
C 2.703 -7.031 0.202
C 1.400 -7.888 -0.306
Br 4.222 -8.102 1.009
C 1.820 -3.350 -1.603
Br 3.679 -2.883 -2.230
C 0.525 -2.471 -2.153
C 0.685 -1.182 -3.207
O 1.580 -1.128 -4.196
H -0.486 1.214 2.300
H 1.412 1.412 2.060
H 0.420 2.788 2.952
H -1.038 3.051 0.648
H 0.780 3.815 0.606
H 1.573 1.690 -0.825
H 0.037 0.756 -0.249
H 1.330 1.532 -3.095
H -0.254 2.125 -4.041
H -2.612 0.648 -2.277
H -2.383 -4.239 -0.200
H -0.189 -5.675 0.758
H 0.920 -7.287 -1.208
H 1.607 -9.016 -0.546
H 0.626 -7.881 0.602
O 4.467 1.719 -3.577
C 5.534 1.626 -4.172
C 5.816 0.452 -5.022
C 4.847 -0.550 -5.166
C 5.091 -1.642 -5.999
C 6.298 -1.737 -6.691
C 7.272 -0.749 -6.536
C 7.033 0.344 -5.695
C 8.075 1.376 -5.523
O 9.165 1.253 -6.071
C 7.786 2.559 -4.689
C 8.755 3.561 -4.548
C 8.478 4.699 -3.789
C 7.236 4.839 -3.171
C 6.274 3.835 -3.298
C 6.551 2.689 -4.054
H 3.901 -0.480 -4.633
H 4.336 -2.417 -6.113
H 6.483 -2.582 -7.351
H 8.214 -0.833 -7.076
H 9.725 3.460 -5.033
H 9.230 5.477 -3.685
H 7.017 5.731 -2.587
H 5.308 3.951 -2.809
O 0.360 2.413 10.724
C 0.158 2.198 9.535
C 1.247 2.361 8.550
C 2.523 2.743 8.984
C 3.566 2.860 8.065
C 3.340 2.595 6.714
C 2.065 2.231 6.278
C 1.015 2.120 7.197
C -0.334 1.752 6.723
O -0.550 1.594 5.527
C -1.417 1.570 7.710
C -2.693 1.185 7.275
C -3.714 0.978 8.203
C -3.466 1.153 9.564
C -2.200 1.550 9.998
C -1.174 1.764 9.068
H 2.708 2.946 10.037
H 4.558 3.153 8.404
H 4.157 2.674 5.999
H 1.895 2.031 5.221
H -2.892 1.042 6.214
H -4.702 0.676 7.863
H -4.260 0.982 10.288
H -2.015 1.688 11.063
O -7.187 -10.247 -1.472
C -6.306 -9.469 -1.127
C -5.947 -8.319 -1.982
C -6.633 -8.108 -3.185
C -6.326 -7.002 -3.979
C -5.337 -6.105 -3.575
C -4.640 -6.323 -2.385
C -4.941 -7.436 -1.590
C -4.187 -7.668 -0.343
O -3.267 -6.923 -0.027
C -4.559 -8.806 0.521
C -3.874 -9.014 1.725
C -4.241 -10.066 2.565
C -5.292 -10.911 2.207
C -5.967 -10.714 1.001
C -5.596 -9.661 0.153
H -7.410 -8.801 -3.504
H -6.863 -6.837 -4.910
H -5.107 -5.236 -4.187
H -3.866 -5.622 -2.079
H -3.056 -8.356 2.014
H -3.710 -10.224 3.502
H -5.584 -11.725 2.866
H -6.784 -11.379 0.727
O -4.485 8.165 0.020
C -3.418 8.072 -0.574
C -3.135 6.897 -1.425
C -4.104 5.896 -1.568
C -3.860 4.803 -2.402
C -2.653 4.708 -3.094
C -1.680 5.696 -2.939
C -1.919 6.790 -2.098
C -0.876 7.821 -1.926
O 0.213 7.699 -2.474
C -1.166 9.004 -1.092
C -0.197 10.006 -0.951
C -0.474 11.144 -0.192
C -1.715 11.285 0.427
C -2.677 10.281 0.300
C -2.400 9.135 -0.457
H -5.051 5.966 -1.035
H -4.615 4.028 -2.515
H -2.469 3.863 -3.753
H -0.738 5.613 -3.478
H 0.773 9.906 -1.435
H 0.279 11.923 -0.087
H -1.935 12.176 1.011
H -3.643 10.397 0.789
```

Results
Energy   -11359.1624 Ha
Frontier orbital gap   0.2532 Ha
E_HOMO   -8.81 eV
Net charge   0
SMILES string   CCCOCC1=CC(=O)c2ccc(/C(Br)=C(\C)Br)c(Br)c2C1=O.O=C1c2ccccc2C(=O)c2ccccc21.O=C1c2ccccc2C(=O)c2ccccc21.O=C1c2ccccc2C(=O)c2ccccc21.O=C1c2ccccc2C(=O)c2ccccc21
E_LUMO   -0.071 Ha



No. 2
The following is a DFT calculation (the ωB97M-V functional and the def2-TZVPD basis) of 5 unconnected molecules or ions with the total composition C73H51Br2INO13P2.

Geometry as XYZ:
```
143
Properties=species:S:1:pos:R:3
C -0.587 3.595 0.683
C -0.591 3.022 -0.752
P 0.122 4.091 -2.090
C 0.812 5.622 -1.389
C 2.142 5.564 -0.548
C 0.919 3.145 -3.491
C -0.062 1.939 -3.425
C 0.284 0.643 -3.070
C -0.707 -0.314 -3.029
N -1.986 -0.156 -3.286
C -2.338 1.105 -3.590
C -1.418 2.114 -3.656
C 0.860 3.584 -4.979
P -0.625 4.408 -5.718
O -1.470 3.246 -6.524
I 0.300 5.860 -7.514
C 1.348 2.204 -5.557
O 0.981 1.675 -6.572
O 2.249 1.708 -4.671
C 2.399 2.645 -3.510
C 2.886 1.961 -2.189
O 2.281 2.256 -1.129
O 3.795 1.118 -2.247
C 3.620 3.414 -4.079
Br 4.960 2.235 -4.877
C 3.898 4.714 -4.172
C 2.943 5.771 -3.676
Br 5.492 5.429 -4.974
H 0.288 4.180 0.969
H -0.603 2.733 1.364
H -1.494 4.159 0.933
H -0.169 2.016 -0.714
H -1.643 2.870 -1.020
H 0.869 6.424 -2.128
H 0.070 6.006 -0.676
H 1.960 5.558 0.527
H 2.635 6.530 -0.755
H 2.837 4.801 -0.899
H 1.314 0.386 -2.856
H -0.393 -1.329 -2.774
H -3.390 1.287 -3.782
H -1.828 3.096 -3.879
H 1.646 4.273 -5.320
H -0.938 2.926 -7.270
H 3.092 6.650 -4.321
H 3.272 6.108 -2.692
H 1.887 5.538 -3.757
C 8.419 -6.531 -7.775
C 8.260 -5.899 -9.004
C 7.598 -4.685 -9.079
C 7.082 -4.102 -7.927
C 7.221 -4.748 -6.699
C 7.901 -5.958 -6.626
C 6.632 -4.162 -5.460
O 6.762 -4.730 -4.393
C 5.884 -2.886 -5.567
C 5.279 -2.351 -4.433
C 4.587 -1.153 -4.513
C 4.504 -0.477 -5.728
C 5.100 -1.006 -6.863
C 5.784 -2.215 -6.791
C 6.387 -2.786 -8.020
O 6.317 -2.204 -9.086
H 8.945 -7.476 -7.716
H 8.656 -6.354 -9.903
H 7.479 -4.189 -10.033
H 8.019 -6.452 -5.671
H 5.346 -2.873 -3.488
H 4.113 -0.735 -3.631
H 3.970 0.459 -5.785
H 5.031 -0.480 -7.806
C -4.569 -3.187 -0.873
C -5.247 -3.887 0.122
C -5.546 -3.271 1.326
C -5.157 -1.955 1.548
C -4.455 -1.263 0.559
C -4.174 -1.877 -0.658
C -3.986 0.127 0.795
O -3.375 0.714 -0.068
C -4.269 0.764 2.110
C -3.787 2.041 2.367
C -4.055 2.649 3.583
C -4.813 1.985 4.543
C -5.290 0.709 4.293
C -5.012 0.090 3.080
C -5.499 -1.297 2.837
O -6.157 -1.880 3.678
H -4.347 -3.667 -1.817
H -5.544 -4.915 -0.044
H -6.078 -3.814 2.095
H -3.642 -1.337 -1.436
H -3.200 2.558 1.619
H -3.675 3.642 3.784
H -5.027 2.464 5.490
H -5.875 0.192 5.042
C -3.876 -12.059 4.273
C -4.603 -11.753 3.127
C -5.115 -10.479 2.947
C -4.913 -9.507 3.919
C -4.203 -9.820 5.080
C -3.678 -11.095 5.247
C -4.017 -8.806 6.154
O -3.396 -9.078 7.162
C -4.615 -7.457 5.968
C -4.500 -6.513 6.981
C -5.042 -5.249 6.814
C -5.693 -4.918 5.630
C -5.814 -5.856 4.620
C -5.285 -7.130 4.786
C -5.454 -8.136 3.704
O -6.024 -7.850 2.671
H -3.469 -13.053 4.408
H -4.768 -12.511 2.372
H -5.675 -10.240 2.054
H -3.117 -11.334 6.141
H -3.992 -6.768 7.901
H -4.955 -4.517 7.607
H -6.109 -3.927 5.496
H -6.324 -5.600 3.701
C 2.461 2.582 5.026
C 2.560 2.601 6.414
C 2.174 3.726 7.125
C 1.698 4.843 6.450
C 1.620 4.832 5.056
C 1.993 3.695 4.348
C 1.159 6.032 4.311
O 1.089 6.016 3.101
C 0.793 7.252 5.082
C 0.413 8.402 4.401
C 0.059 9.539 5.108
C 0.074 9.530 6.499
C 0.457 8.388 7.182
C 0.827 7.249 6.478
C 1.270 6.038 7.225
O 1.285 6.032 8.440
H 2.754 1.700 4.473
H 2.938 1.734 6.941
H 2.247 3.737 8.204
H 1.921 3.681 3.268
H 0.399 8.409 3.319
H -0.232 10.435 4.575
H -0.210 10.417 7.050
H 0.473 8.382 8.264
```

Results
Energy   -9973.8446 Ha
Frontier orbital gap   0.1721 Ha
E_HOMO   -4.64 eV
Net charge   -1
E_LUMO   0.002 Ha



No. 3
The following is a DFT calculation (the ωB97M-V functional and the def2-TZVPD basis) of a molecular structure, C73H57AsCrN7P2SSe2.

Geometry as XYZ:
```
144
Properties=species:S:1:pos:R:3
Cr 0.425 0.252 1.887
C 7.240 3.871 2.263
C 6.802 3.317 1.067
C 5.580 2.656 1.010
C 4.777 2.544 2.144
C 5.235 3.082 3.345
C 6.456 3.744 3.406
C 3.449 1.867 2.068
C 2.483 2.446 1.284
C 2.610 3.707 0.582
C 1.444 3.909 -0.063
C 0.575 2.777 0.247
N 1.215 1.938 1.069
C -0.743 2.604 -0.254
C -1.636 1.657 0.271
C -2.969 1.406 -0.379
C -3.852 0.475 0.014
C -2.553 0.607 2.025
C -2.820 -0.123 3.351
C -2.935 0.753 4.611
C -3.334 2.087 4.516
C -3.410 2.904 5.638
C -3.104 2.401 6.896
C -2.733 1.070 7.013
C -2.645 0.260 5.887
C -1.814 -1.224 3.585
N -0.529 -1.019 3.307
C 0.157 -2.094 3.870
C 1.537 -2.177 4.002
C 2.070 -3.386 4.706
C 2.338 -3.354 6.073
C 2.826 -4.484 6.720
C 3.047 -5.655 6.004
C 2.775 -5.692 4.643
C 2.288 -4.562 3.995
C 2.464 -1.205 3.610
C 3.844 -1.195 3.966
C 4.362 -0.033 3.477
C 3.297 0.645 2.801
N 2.163 -0.079 2.879
C -0.765 -2.993 4.466
C -2.007 -2.440 4.299
N -1.315 0.923 1.380
C -1.137 3.604 -1.294
C -2.204 4.482 -1.088
C -2.476 5.503 -1.992
C -1.679 5.665 -3.121
C -0.637 4.778 -3.356
C -0.375 3.752 -2.457
H 8.190 4.393 2.308
H 7.416 3.394 0.176
H 5.240 2.199 0.089
H 4.620 2.984 4.233
H 6.795 4.165 4.345
H 3.482 4.346 0.591
H 1.176 4.755 -0.677
H -3.149 1.945 -1.299
H -4.718 0.229 -0.594
H -3.596 2.518 3.556
H -3.701 3.942 5.522
H -3.149 3.041 7.770
H -2.496 0.655 7.988
H -2.333 -0.769 6.002
H 2.156 -2.436 6.622
H 3.031 -4.448 7.784
H 3.430 -6.535 6.506
H 2.945 -6.602 4.079
H 2.066 -4.582 2.933
H 4.352 -1.965 4.529
H 5.380 0.320 3.551
H -0.514 -3.919 4.964
H -2.953 -2.835 4.637
H -2.803 4.377 -0.188
H -3.297 6.185 -1.805
H -1.878 6.472 -3.820
H -0.033 4.873 -4.252
H 0.432 3.048 -2.643
Se -4.150 -0.897 -3.494
P -2.133 -0.453 -3.934
C -2.095 1.143 -4.843
C -1.378 1.325 -6.022
C -1.530 2.492 -6.767
C -2.404 3.482 -6.346
C -3.125 3.307 -5.169
C -2.970 2.148 -4.425
C -1.389 -1.645 -5.099
C -0.024 -1.578 -5.399
C 0.545 -2.504 -6.264
C -0.244 -3.498 -6.836
C -1.600 -3.560 -6.542
C -2.171 -2.637 -5.672
C -0.948 -0.345 -2.571
C -0.813 -0.851 -1.269
N 0.357 -0.368 -0.769
N 0.906 0.379 -1.712
N 0.154 0.396 -2.808
P -1.584 -2.200 -0.350
Se -0.090 -3.372 0.584
C -2.316 -3.280 -1.648
C -1.398 -3.863 -2.523
C -1.815 -4.781 -3.474
C -3.157 -5.134 -3.561
C -4.077 -4.552 -2.701
C -3.659 -3.623 -1.754
C -2.941 -1.729 0.809
C -3.524 -2.835 1.286
C -4.642 -2.836 2.239
C -4.967 -1.729 2.887
C -4.209 -0.475 2.622
C -3.466 -0.331 1.236
H -0.714 0.555 -6.385
H -0.974 2.614 -7.692
H -2.532 4.383 -6.936
H -3.814 4.071 -4.830
H -3.576 1.993 -3.543
H 0.582 -0.805 -4.942
H 1.604 -2.453 -6.490
H 0.202 -4.227 -7.504
H -2.216 -4.337 -6.982
H -3.225 -2.685 -5.420
H -0.347 -3.613 -2.433
H -1.090 -5.228 -4.144
H -3.485 -5.857 -4.302
H -5.129 -4.808 -2.773
H -4.391 -3.153 -1.114
H -3.137 -3.800 0.977
H -5.178 -3.765 2.408
H -5.793 -1.706 3.593
H -4.850 0.390 2.783
H -3.134 1.520 2.091
C 5.809 0.427 -2.764
As 3.970 0.225 -2.156
C 3.295 1.963 -2.655
C 3.347 -1.002 -3.504
S 4.046 -0.520 -0.226
H 5.850 0.723 -3.815
H 6.318 -0.522 -2.621
H 6.300 1.179 -2.148
H 3.989 2.395 -3.375
H 3.218 2.591 -1.771
H 2.303 1.843 -3.086
H 3.483 -0.561 -4.495
H 2.302 -1.239 -3.332
H 3.945 -1.904 -3.406
```

Results
2S+1   5
Energy   -12363.4360 Ha
Energy relative to the best compared isomer or geometry (same formula, charge and spin)   44.7 kcal/mol
Frontier orbital gap (alpha / beta)   0.1896 / 0.1955 Ha
E_HOMO (alpha / beta)   -3.85 / -4.16 eV
Net charge   -1
Expectation value of S²   6.062
E_LUMO (alpha / beta)   0.048 / 0.043 Ha